Below is a cluster of 2 separate species, C6H14N3 in total in a non-equilibrium geometry, with properties calculated with the ωB97M-V functional and the def2-TZVPD basis.

The calculation puts the total energy at -10908.969 eV. The value obtained for the HOMO energy is -12.47 eV. Its energy above the lowest of the compared OMol25 structures with the same formula, charge and spin is 96.1 kcal per mole. For the HOMO-LUMO gap, the calculation gives 8.47 eV. Its total charge is +1.

CARTESIAN COORDINATES (ANGSTROEM)
H 3.3847 1.2886 -0.8472
H -3.9837 1.1262 0.7229
C -2.2782 -1.1583 0.9822
C 3.8313 -0.7022 0.0560
H -3.2215 -1.1649 1.3772
H -1.6847 -2.0521 1.3181
N -2.5025 0.4638 -0.7099
H 3.1523 -1.2487 0.8089
C 3.0261 0.5304 -0.2315
H -4.3655 -0.2810 -0.3333
H 4.7268 -0.3485 0.6510
H -2.0274 1.2883 -1.0165
C -3.8975 0.6787 -0.3569
H 4.1587 -1.3796 -0.6908
H 0.7147 -0.6836 -2.0899
H -4.4412 1.2899 -1.0216
N -1.8198 -0.3867 0.0826
H 1.7601 1.9390 0.9811
H 1.5797 0.4420 1.6831
N 0.6182 -0.3558 -1.0931
C 1.6025 0.2173 -0.4623
H -0.2570 -0.4184 -0.5098
C 1.9241 0.9156 0.6997

Below is a cluster of 9 separate species, C27H57F4O32P5 in total in a non-equilibrium geometry, with properties calculated with the ωB97M-V functional and the def2-TZVPD basis.

The calculation puts the total energy at -151770.713 eV. The value obtained for the HOMO energy is -9.93 eV. As for the SMILES: O=C1OC[C@@H](F)O1.O=C1OC[C@@H](F)O1.O=C1OC[C@@H](F)O1.O=C1OC[C@@H](F)O1.COP(=O)(OC)OC.COP(=O)(OC)OC.COP(=O)(OC)OC.COP(=O)(OC)OC.COP(=O)(OC)OC. Its energy above the lowest of the compared OMol25 structures with the same formula, charge and spin is 0.0 kcal per mole. For the HOMO-LUMO gap, the calculation gives 9.92 eV.

CARTESIAN COORDINATES (ANGSTROEM)
H 2.8169 8.8454 10.2469
H 8.2827 -1.2891 9.7680
H 1.7041 10.2352 10.2080
H 12.1930 4.3958 8.2143
C 10.0349 0.6062 5.5120
H 9.6811 0.0113 4.6709
O 3.6046 8.0263 6.9818
C 0.3806 7.1142 6.0955
H 9.7427 4.5772 5.2488
H 5.9850 1.0533 8.7655
C 12.3092 3.6291 7.4479
C 4.1287 -0.7388 6.3529
H 6.0622 4.9903 1.9004
H -0.8220 1.9966 3.3260
H 3.0870 4.6606 9.3999
O 7.6313 10.2651 7.6561
O 5.4731 4.3464 12.7205
O 4.7115 3.8599 10.4778
O 1.1690 8.2301 6.5463
H -1.6440 1.1788 4.6716
H 5.6532 4.2136 14.7503
O 8.1753 -0.9937 7.6996
H 6.5783 5.5618 13.9870
F 7.3965 10.6296 5.4513
H 2.9270 2.9762 9.9254
H 9.1856 10.4960 6.3167
C 5.4677 7.4418 11.4868
O 13.1478 6.5053 6.6266
O 5.6069 6.1120 10.9256
O 5.6829 7.5020 3.5775
H 10.8360 0.0604 6.0124
O 3.2924 5.4519 11.9169
H 3.7583 5.0251 6.9594
H 5.7079 6.6756 6.2284
H -2.2172 3.8267 3.9248
H 4.9446 7.4860 12.4415
O 6.5699 4.9382 5.3856
H 4.8179 9.7054 6.7827
O -0.5522 4.1527 5.1046
C 5.6609 4.9766 13.9716
O 7.5180 8.8044 2.3645
O 6.4734 6.9458 1.1446
H 8.1060 -2.7665 8.7886
H 9.2564 7.1028 1.5993
O 2.9352 -0.9200 5.6952
H 8.0163 8.1132 5.2872
O 4.4237 -1.2882 7.3532
O 10.6428 6.1432 6.4256
C 5.9693 3.7738 5.0274
H 4.8178 5.6174 14.2570
H 13.7733 4.7645 4.1130
H 10.4663 1.5389 5.1466
C 6.7220 9.9694 2.2124
C 4.4022 4.9656 6.0880
C 13.1254 5.4600 3.5858
H 4.4347 1.3337 3.9552
C -1.6759 3.3976 4.7663
F -2.5205 3.2901 5.8274
H 9.1394 8.0358 6.6220
H 13.6835 6.3313 3.2468
H 2.1060 0.0081 4.0203
O 4.8708 0.1798 5.6964
C 7.0531 9.1069 8.0920
C 8.2316 8.5280 6.2697
C 3.6279 3.7257 9.5540
H 12.7084 4.9712 2.7055
O 7.1651 8.1505 7.1626
P 12.1048 5.7357 5.9572
H 11.5377 2.8763 7.5686
H 5.6825 9.8330 2.5216
C 9.5144 5.3718 5.9602
O 12.1995 4.1622 6.1120
O 6.3608 3.0420 4.1793
O 7.9546 6.4773 3.1427
C 9.0825 6.2739 2.2848
H 0.6348 6.1674 6.5696
H 6.5544 1.1939 7.1001
H 8.9541 5.3863 1.6569
O 0.1454 2.0344 5.1472
C 5.7581 5.5975 6.3114
P 2.2049 8.0209 7.7358
H 0.6134 6.9481 5.0387
C 0.4600 3.3143 5.4680
P 6.7908 7.4201 2.6263
H 4.0283 3.3665 8.6059
H 9.9605 6.0943 2.9018
O 10.2627 0.2898 8.5095
H 3.3836 10.4434 9.6409
H 5.0269 5.5755 0.5778
C 7.8135 -1.7266 8.8875
O 1.9893 6.8926 8.6320
P 4.6383 5.0109 11.5542
C 3.0623 -0.2867 4.4389
H 7.0814 10.7841 2.8394
C 8.2032 10.0333 6.3868
H 3.8997 5.5006 5.2758
C -1.0811 2.0628 4.3839
O 4.7679 3.6588 5.6465
F 6.2168 5.3138 7.5798
O 1.4947 3.6447 5.9357
C 6.0350 5.5902 0.9891
H 3.2327 9.7963 5.8971
O 8.0043 1.3568 8.6465
C 4.0500 9.1628 6.2352
H 6.7168 10.2913 1.1714
H 8.8990 6.0642 5.3898
H 4.8733 8.0191 10.7830
O 12.0250 5.9183 4.3822
P 8.9562 0.3694 7.8557
O 8.9278 0.8985 6.3628
O 6.4337 8.9888 9.0943
H 6.6831 5.1008 0.2600
H 13.2806 3.1626 7.5986
H 6.7298 -1.6430 8.9631
C 6.6944 1.5676 8.1156
H 6.4668 7.8632 11.5141
H 4.5345 8.7832 5.3314
H 8.9663 4.9728 6.8086
F 3.6933 -1.1598 3.5959
H -0.6628 7.3882 6.2161
O 2.1148 9.4723 8.3650
H 3.4095 1.5921 5.3848
C 2.5451 9.7536 9.7143
C 3.9849 0.8591 4.8193
H 6.3966 2.6158 8.0554

Below is a structure of composition C21H19InN3O, with properties calculated with the ωB97M-V functional and the def2-TZVPD basis.

The calculation puts the total energy at -33772.706 eV. The value obtained for the HOMO energy is -10.74 eV. For the HOMO-LUMO gap, the calculation gives 7.34 eV. Its total charge is +1.

CARTESIAN COORDINATES (ANGSTROEM)
H -3.3357 -1.2914 4.2653
C 0.9996 -0.4517 1.5511
H -4.9728 -1.6474 -2.2424
C -1.4721 -0.4835 1.5407
H 2.2211 3.8102 -1.4851
H 0.9922 4.5319 -3.6734
C -3.7213 -1.3124 0.9088
C -4.0361 -1.4968 2.2756
C 4.1572 -1.6163 -0.0953
C 1.3781 3.1491 -1.2829
N 1.6583 -0.6744 -0.7684
C -1.8414 -0.6578 2.8525
H 2.8940 -1.1280 4.2902
H -5.6059 -2.0080 0.1352
C -2.4565 -0.8117 0.5442
H -0.3447 3.5281 -4.2599
C 3.5804 -1.4022 2.3040
H 5.1397 -1.9855 0.1743
C 2.6546 -1.0512 3.2379
C -4.2893 -1.4216 -1.4372
C 1.9809 -0.8029 0.5590
H 2.2173 -0.8538 -2.7353
H 0.6669 3.6761 -0.6431
H 1.7787 2.2893 -0.7267
O -0.4250 1.8577 -2.2802
N -0.2389 -0.0219 1.0794
H -2.7252 -0.7030 -2.7461
H -1.1637 -0.3819 3.6435
C 2.5302 -0.9938 -1.7082
C 0.6961 2.7090 -2.5677
C 3.2542 -1.2753 0.9337
C 1.3800 -0.5693 2.8666
N -2.1473 -0.6241 -0.7791
C -4.6295 -1.6174 -0.1269
H -5.0097 -1.8817 2.5504
In -0.2415 0.4485 -0.9463
C -3.1069 -1.1708 3.2146
C 3.8021 -1.4857 -1.4097
C 0.1713 3.8810 -3.3676
H 4.5603 -1.7645 2.5865
H 0.7051 -0.2664 3.6505
H 1.4223 2.1607 -3.1811
C -3.0251 -0.9045 -1.7257
H -0.5312 4.4602 -2.7652
H 4.4792 -1.7452 -2.2105

Below is a cluster of 2 separate species, C4H8NO2S in total in a non-equilibrium geometry, with properties calculated with the ωB97M-V functional and the def2-TZVPD basis.

The calculation puts the total energy at -20694.838 eV. The value obtained for the HOMO energy (alpha / beta) is -9.51 / -9.51 eV. As for the multiplicity: 2. Its energy above the lowest of the compared OMol25 structures with the same formula, charge and spin is 40.9 kcal per mole. For the HOMO-LUMO gap (alpha / beta), the calculation gives 10.02 / 6.33 eV.

CARTESIAN COORDINATES (ANGSTROEM)
H 0.7906 0.4914 0.4625
H 0.9239 -1.1717 0.9415
H -0.1568 0.8398 -3.5066
H 1.2745 0.0298 3.0542
H -1.3501 0.8674 1.6236
C -0.5264 -0.7577 -0.6112
O -1.3364 0.0660 -1.0663
H 0.3349 -2.4791 -0.6584
H -1.5339 -0.8175 1.8298
O 1.7083 1.3972 -3.9544
S -0.0058 0.1345 3.4481
C 0.1939 -0.4014 0.7024
H 0.8354 1.4639 -2.1088
C -0.7718 -0.0363 1.8081
N -0.2897 -1.9193 -1.2270
C 0.8115 1.2533 -3.1874

Below is an isolated molecule of C8H8N2O3S in a non-equilibrium geometry, with properties calculated with the ωB97M-V functional and the def2-TZVPD basis.

The calculation puts the total energy at -28381.467 eV. The value obtained for the HOMO energy is -9.26 eV. Its energy above the lowest of the compared OMol25 structures with the same formula, charge and spin is 35.6 kcal per mole. For the HOMO-LUMO gap, the calculation gives 8.76 eV.

CARTESIAN COORDINATES (ANGSTROEM)
O -1.9964 0.7920 0.9840
H 0.7649 3.4013 2.6893
C 1.1194 1.9009 1.2249
C 0.1826 -0.0796 -0.9703
O -1.4667 -1.0874 2.4517
S -0.7484 -0.1234 1.7012
N 0.7621 2.0734 -0.0744
H -0.2714 -3.9200 -1.2125
H -0.2595 3.4114 1.4196
H 0.8939 -0.4356 -3.0001
H 0.1866 1.6373 -1.9483
N 0.2923 2.7905 2.0177
C -0.1782 -0.8438 0.1629
O 1.9608 1.1121 1.5878
C 0.5546 -0.8037 -2.1293
C -0.2611 -2.2009 0.1802
H 0.5421 -2.7463 -3.1760
C 0.3371 -2.2198 -2.1803
H -0.6841 -2.7956 0.9993
H -1.9440 1.6762 1.3039
C 0.3301 1.3300 -0.9817
C -0.1167 -2.8688 -1.0497

Below is a structure of composition C20H43NO21S5SrZr in a non-equilibrium geometry, with properties calculated with the ωB97M-V functional and the def2-TZVPD basis.

The calculation puts the total energy at -122213.160 eV. The value obtained for the HOMO energy (alpha / beta) is -10.61 / -10.60 eV. As for the multiplicity: 2. For the HOMO-LUMO gap (alpha / beta), the calculation gives 7.61 / 3.78 eV. Its total charge is +1.

CARTESIAN COORDINATES (ANGSTROEM)
O 1.4664 0.6631 2.2099
O 3.7921 -1.4036 -1.6519
C 1.0238 3.7215 0.0354
H -0.7135 2.6213 -5.0259
O 2.1631 3.6892 2.3880
H 0.4641 4.6483 -0.0904
N -1.5832 1.6604 -2.4972
O 2.7543 -3.0464 -1.1747
H -0.2716 4.0239 -2.3126
S 1.1731 -0.2535 1.1346
O 4.8356 -0.1586 0.7565
C -1.2594 4.1983 -2.7391
H -2.2008 -0.7555 -3.0066
O 4.4411 1.1129 2.8170
H 3.2257 -1.7486 -3.8744
H -5.5507 0.1514 -0.7246
H -1.0321 4.2915 -3.8011
S 2.9361 -1.2985 6.1773
O 2.2659 -0.2785 0.1676
O -0.1423 -0.1887 0.4925
H -3.0295 2.2192 -0.4991
H 3.9575 -3.4019 6.2597
H 0.4348 3.0084 0.6122
H -4.3520 2.6701 -2.6563
Sr 2.5137 1.8054 3.9706
H -3.8729 4.3038 -2.9790
O 6.5630 -0.1298 2.4878
H -2.6413 -0.0211 0.4530
S 5.1426 -0.0188 2.1896
H 2.3282 -6.0948 2.6291
C -1.6904 1.0698 -3.8961
H -1.9461 -0.8813 -4.7679
H -4.3468 2.9338 -4.9550
O 2.8533 -2.4629 -3.3522
C -0.7372 -3.8307 1.8610
H -3.1564 4.0077 -0.5873
C -3.5349 3.2705 -3.0562
H 5.2930 -2.1590 5.8555
C -1.5562 -2.7337 1.2513
C -2.1904 3.0148 -2.3061
S -4.6279 -1.2535 1.0548
O 2.3160 -5.6294 1.7896
O -2.7916 -3.3261 1.0827
C 3.1321 -2.3350 -2.1020
Zr 3.5672 -1.8264 0.5707
H -0.3285 -3.4812 2.8092
C -1.5902 -0.4220 -3.8457
H -0.5890 0.7568 -1.0934
H 0.0338 -4.0009 1.1096
H -3.9760 1.1033 0.9509
H 4.1707 -2.7350 4.6332
O -5.8859 -1.1517 1.8969
H 1.7647 -1.9740 4.0438
C -0.5565 1.5813 -4.7398
H -1.0804 -2.2868 0.3784
H -0.4133 0.8995 -5.5781
C -2.5443 3.1384 -0.8274
H -1.7057 3.1684 -0.1316
S 2.4737 4.2628 1.0346
H 3.5760 2.1803 0.5310
H -1.5575 5.1937 -2.4101
H -2.7945 3.5460 -5.1885
H 4.6630 3.6073 0.8520
H -1.8220 -1.9153 1.9203
C 2.9887 -4.7286 2.3663
H -4.3142 -0.9749 -1.3864
H 1.6194 -3.1774 5.2290
O -1.6252 -4.9187 2.1067
H -0.6151 -0.7579 -3.4929
C -3.3429 2.8668 -4.5359
H -2.9193 0.2348 2.0961
O 3.2990 -4.9665 3.5530
C -3.4576 0.1655 1.1508
C 4.2786 -2.5251 5.6973
H -2.8702 1.2555 -5.7480
O 3.3260 -0.1330 5.2771
C 3.7725 3.2361 0.3446
O 1.6253 -1.6137 1.4954
O -0.4112 1.4102 -1.7738
H -5.9416 -1.5485 -1.0783
H 3.9661 3.2948 -0.7265
C -2.8346 -4.5830 1.5414
H 0.4471 1.5592 -4.3151
H 0.7480 -1.6700 5.5143
O 4.3230 -1.1883 2.3761
H 1.2759 3.2828 -0.9301
H -3.6759 0.6846 -4.3005
C -2.9696 1.4251 -4.6759
C -5.1688 -0.8695 -0.7180
O 3.3951 -3.7268 1.7289
O -3.8449 -5.2597 1.5452
C 1.6729 -2.0939 5.1232

Below is an isolated molecule of C24H29N3O4, with properties calculated with the ωB97M-V functional and the def2-TZVPD basis.

The calculation puts the total energy at -38021.073 eV. The value obtained for the HOMO energy is -8.07 eV. As for the SMILES: CCCNC(=O)[C@H]1CC(=O)N(c2ccc(OCC(=O)Nc3cccc(C)c3C)cc2)C1. Its energy above the lowest of the compared OMol25 structures with the same formula, charge and spin is 6.7 kcal per mole. For the HOMO-LUMO gap, the calculation gives 8.57 eV.

CARTESIAN COORDINATES (ANGSTROEM)
H 0.9125 3.3928 2.7454
C 0.2629 2.9303 2.0059
H -0.5510 1.5531 -0.0595
C -0.3389 1.5014 3.9625
H 2.8919 1.6553 -3.8730
H -3.5954 -0.6689 -2.6591
H 0.3473 2.0901 4.5545
H 3.5686 -0.6713 -3.9624
H 4.0971 -0.3204 -2.3121
N -3.0026 -0.7694 1.6903
H 5.5323 1.4224 0.5217
C 2.4989 1.0119 -3.0824
N 3.7853 2.2083 -1.4235
H 3.8717 1.0619 1.0097
C -3.2923 -2.0804 1.8484
C -1.5742 -2.3724 -0.5677
C -0.3525 -2.0354 -1.1178
C -1.5295 1.3755 0.3810
H 0.8831 0.4533 -4.4372
C 2.1733 -1.2830 -2.4559
H 5.5677 3.3566 2.1114
H -1.5914 -3.0228 0.2920
C -0.5046 1.7974 2.6167
H 4.7916 3.6543 -0.3266
C -1.4576 -0.7163 -2.7872
H 0.5491 -2.4321 -0.6835
C 3.2381 -0.3221 -2.9816
N 0.9604 -0.7138 -2.6838
H -2.0015 0.5841 -0.1930
C 4.8419 2.5533 2.2191
H 0.3438 1.2725 -2.9384
C 2.5527 1.7804 -1.7548
H 4.5731 1.9304 -1.9871
H -2.4755 -1.0911 4.2454
C -2.6776 -1.0444 -2.2343
O -3.9945 -1.9847 -0.5403
C -1.0396 0.4658 4.5511
O -2.9802 -2.7766 2.7890
H -0.4173 3.6889 1.6200
H 3.1299 3.2871 0.1923
H 3.9152 2.9745 2.6004
H 5.2211 1.8418 2.9475
H 0.8689 2.5809 1.1715
C -1.9235 -0.2817 3.7992
H -3.3417 -0.3349 0.8430
C -0.2750 -1.1727 -2.2064
H -2.1148 2.2886 0.2617
C -4.1090 -2.6714 0.6843
C -2.0973 0.0005 2.4491
O 2.3962 -2.3584 -1.9522
C 4.0682 2.8518 -0.1582
H -5.1712 -2.6192 0.9430
O 1.5668 2.0096 -1.0851
H -0.9044 0.2433 5.5987
C -1.3840 1.0390 1.8373
H -3.8331 -3.7284 0.5848
H -1.4333 -0.0893 -3.6640
C -2.7465 -1.8406 -1.0924
C 1.0616 0.5660 -3.3614
C 4.6003 1.8649 0.8828